# 1
The following is a quantum chemistry calculation of 11 unconnected molecules or ions with the total composition C24H35Cl21FINO4PS, from the Open Molecules 2025 dataset.

## Properties
LUMO: -0.6 eV
SMILES: O=C1c2c(Cl)cc(CCCI)c(CCCF)c2C(=O)N1P(O)(O)=S.ClCCl.ClCCl.ClCCl.ClCCl.ClCCl.ClCCl.ClCCl.ClCCl.ClCCl.ClCCl
Frontier orbital gap: 0.306 hartree
HOMO level: -8.929 eV

```
! RIJCOSX wB97M-V def2-TZVPD def2/J DEFGRID3
* xyz 0 1
O 1.269 -3.023 3.286
C 0.552 -2.788 2.371
C -0.361 -1.644 2.126
C -0.350 -0.351 2.599
Cl 0.889 0.207 3.651
C -1.346 0.512 2.170
C -2.368 0.101 1.306
C -3.435 1.089 0.894
C -2.973 2.556 0.872
C -1.764 2.757 -0.049
I -0.232 3.978 0.812
C -2.394 -1.219 0.825
C -3.454 -1.747 -0.119
C -3.165 -1.438 -1.610
C -4.053 -0.387 -2.290
F -5.179 -0.060 -1.532
C -1.364 -2.050 1.247
C -1.080 -3.476 0.894
O -1.821 -4.318 0.486
N 0.310 -3.731 1.243
P 1.446 -3.580 -0.004
O 2.782 -3.673 0.843
O 1.473 -2.032 -0.448
S 1.260 -4.800 -1.460
H -1.297 1.530 2.534
H -3.820 0.846 -0.092
H -4.251 1.004 1.618
H -3.806 3.146 0.487
H -2.786 2.910 1.886
H -2.036 3.272 -0.966
H -1.267 1.819 -0.284
H -3.447 -2.828 -0.009
H -4.440 -1.414 0.201
H -2.126 -1.107 -1.681
H -3.228 -2.367 -2.175
H -4.425 -0.775 -3.240
H -3.506 0.531 -2.512
H 3.538 -3.312 0.343
H 0.597 -1.670 -0.631
C 0.939 5.514 -2.767
Cl -0.459 6.364 -2.103
Cl 0.537 3.858 -3.236
H 1.279 6.046 -3.649
H 1.713 5.475 -2.009
C -3.736 2.439 -4.745
Cl -2.949 3.454 -3.529
Cl -2.675 1.143 -5.315
H -4.621 1.994 -4.303
H -3.999 3.062 -5.591
C 5.861 -4.634 -1.302
Cl 5.340 -2.948 -1.069
Cl 4.899 -5.467 -2.520
H 6.899 -4.624 -1.617
H 5.745 -5.157 -0.360
C 4.114 1.634 5.310
Cl 4.156 1.173 3.602
Cl 2.714 2.643 5.683
H 4.057 0.728 5.902
H 5.016 2.188 5.540
C 0.889 6.200 -7.306
Cl 1.811 7.482 -6.506
Cl -0.038 5.241 -6.149
H 0.206 6.659 -8.010
H 1.586 5.545 -7.814
C -3.388 -6.938 1.446
Cl -4.835 -6.168 2.119
Cl -3.769 -8.453 0.615
H -2.935 -6.258 0.740
H -2.708 -7.155 2.261
C -0.196 1.779 8.588
Cl -0.170 1.312 6.886
Cl -1.567 2.824 8.981
H -0.267 0.881 9.190
H 0.718 2.318 8.807
C -7.307 3.045 1.397
Cl -6.504 2.188 0.075
Cl -6.162 3.877 2.456
H -7.979 3.781 0.972
H -7.853 2.319 1.987
C 6.473 2.296 0.887
Cl 7.427 0.974 0.201
Cl 5.886 3.410 -0.355
H 5.619 1.870 1.397
H 7.098 2.850 1.576
C 9.031 -5.967 -4.044
Cl 7.873 -5.063 -5.019
Cl 9.197 -5.295 -2.411
H 8.691 -6.991 -3.955
H 10.000 -5.918 -4.525
*
```



# 2
The following is a quantum chemistry calculation of a molecular structure, C14H17N8O3PtS3Sb, from the Open Molecules 2025 dataset.

## Properties
LUMO (alpha / beta): 1.4 / 1.7 eV
⟨S²⟩: 0.784
Frontier orbital gap (alpha / beta): 0.186 / 0.199 hartree
HOMO level (alpha / beta): -3.697 / -3.690 eV

```
! RIJCOSX wB97M-V def2-TZVPD def2/J DEFGRID3
* xyz -1 2
Pt 0.827 1.706 -0.276
S 1.863 -2.891 0.124
Sb 2.850 -0.979 -0.731
S 2.646 0.710 1.047
S 1.103 0.043 -2.108
C -0.032 -1.026 2.320
C -0.913 -0.654 1.197
N -0.838 0.428 0.457
C -1.844 0.368 -0.467
C -2.551 -0.772 -0.273
N -1.958 -1.424 0.785
C -2.386 -2.680 1.317
N -1.571 -3.800 0.924
N -1.258 -4.743 1.833
N -0.651 -5.707 1.286
C -0.524 -5.450 -0.046
C 0.035 -6.206 -1.074
C -0.022 -5.675 -2.340
C -0.595 -4.419 -2.587
C -1.149 -3.652 -1.588
C -1.126 -4.193 -0.306
H 0.501 -0.145 2.668
H 0.697 -1.766 1.972
H -0.598 -1.466 3.139
H -1.979 1.149 -1.191
H -3.418 -1.170 -0.761
H -3.421 -2.839 0.979
H -2.366 -2.664 2.414
H 0.492 -7.160 -0.862
H 0.400 -6.225 -3.169
H -0.587 -4.040 -3.599
H -1.547 -2.672 -1.800
C 2.368 6.721 -0.973
N 2.242 5.541 -0.151
C 1.936 5.749 1.250
C 2.102 4.355 -0.666
N 2.052 3.274 -1.094
H 3.177 7.341 -0.576
H 1.438 7.301 -0.968
H 2.606 6.443 -1.998
H 2.772 6.259 1.739
H 1.759 4.785 1.725
H 1.032 6.355 1.360
O -1.033 3.345 -0.788
N -0.902 3.980 0.268
O -1.503 5.023 0.448
O -0.127 3.542 1.138
*
```



# 3
The following is a quantum chemistry calculation of 2 unconnected molecules or ions with the total composition C10H10N2, from the Open Molecules 2025 dataset.

## Properties
LUMO: 0.3 eV
Frontier orbital gap: 0.279 hartree
HOMO level: -7.328 eV

```
! RIJCOSX wB97M-V def2-TZVPD def2/J DEFGRID3
* xyz 0 1
C -1.364 -0.156 1.236
C -2.337 -1.108 0.634
C -2.216 -1.162 -0.845
C -1.007 -0.668 -1.474
C 0.080 0.019 -0.761
C 1.353 0.296 -1.298
C 2.202 1.071 -0.408
C 1.782 1.468 1.012
C 0.596 1.060 1.558
C -0.335 0.458 0.617
H -0.414 -0.177 2.949
H -1.932 -0.748 2.955
H -2.989 -1.826 1.229
H -2.592 -2.153 -1.601
H -0.879 -0.764 -2.661
H 2.906 -0.221 -2.953
H 0.799 -0.226 -3.381
H 3.061 1.300 -0.951
H 2.550 2.090 1.601
H 0.627 1.364 2.566
N -1.477 0.106 2.572
N 1.588 -0.024 -2.598
*
```



no.,molecular weight (g/mol),energy (eV)
1,1355.00,-329052.138
2,758.38,-75145.104
3,158.20,-13506.398